A cluster of 5 separate species, C18H52BrN4O4 in total at a distorted geometry, computed with wB97M-V/def2-TZVPD.

Its calculated total energy is -103682.4035 eV. As for the expectation value of S²: 0.75. Its spin multiplicity is 2. The charge is +2. The HOMO energy (alpha / beta) is -7.30 / -13.59 eV. The largest force on an atom comes out at 0.0743 hartree/bohr. For the gap between HOMO and LUMO (alpha / beta), the calculation gives 3.13 / 9.24 eV.

Each line ends with the Löwdin spin population.
Atoms and positions in Å:
Br 0.61 -0.13 0.49  0.10
C -1.14 -1.64 4.50  0.02
C -2.49 -1.55 3.74  0.04
C -3.13 -0.13 3.83  0.01
O -4.26 -0.19 2.96  0.04
C -5.19 0.91 3.03  0.01
N -2.13 -1.92 2.25  0.09
H -1.57 -2.76 2.18  0.10
H -2.87 -1.87 1.56  0.09
H -1.56 -1.25 1.75  0.04
H -0.62 -2.59 4.37  0.01
H -1.28 -1.36 5.55  0.00
H -0.36 -0.98 4.12  0.00
H -3.16 -2.33 4.09  0.01
H -2.35 0.56 3.50  0.00
H -3.29 0.31 4.81  0.00
H -5.79 1.06 2.13  0.00
H -4.73 1.87 3.24  0.00
H -5.91 0.75 3.83  0.00
C 3.94 -0.63 -1.80  0.01
C 4.81 -0.24 -0.57  0.00
C 5.08 1.21 -0.36  0.00
O 5.48 1.52 0.95  0.00
C 4.68 2.57 1.61  0.00
N 4.05 -0.77 0.64  0.01
H 3.06 -0.56 0.58  0.00
H 4.13 -1.75 0.87  0.01
H 4.33 -0.32 1.51  0.00
H 3.01 -0.07 -1.80  0.00
H 3.64 -1.67 -1.90  0.00
H 4.44 -0.31 -2.72  0.00
H 5.77 -0.77 -0.59  0.00
H 4.13 1.73 -0.51  0.00
H 5.89 1.52 -1.02  0.00
H 4.82 3.51 1.08  0.00
H 5.16 2.76 2.57  0.00
H 3.60 2.49 1.68  0.00
C -2.04 5.28 -0.30  0.00
N -1.58 3.80 -0.25  0.00
C -2.34 3.10 0.86  0.01
C -2.05 3.15 -1.58  0.01
C -0.03 3.63 -0.07  0.00
C 0.94 4.48 -0.93  0.00
O 0.75 4.27 -2.34  0.00
H -1.79 5.70 0.68  0.00
H -3.11 5.07 -0.36  0.00
H -1.71 5.85 -1.16  0.00
H -2.03 2.05 0.78  0.01
H -3.42 3.08 0.76  0.00
H -2.13 3.63 1.79  0.00
H -1.46 3.67 -2.33  0.00
H -3.12 3.33 -1.66  0.00
H -1.88 2.08 -1.70  0.01
H 0.23 2.59 -0.25  0.00
H 0.18 3.74 1.00  0.00
H 1.96 4.18 -0.74  0.00
H 0.95 5.55 -0.74  0.00
H 1.42 3.69 -2.69  0.00
C 1.13 -4.46 -2.62  0.01
N -0.06 -3.47 -2.80  0.01
C 0.61 -2.07 -2.70  0.01
C -0.60 -3.57 -4.24  0.01
C -1.06 -3.41 -1.58  0.06
C -1.78 -4.79 -1.32  0.05
O -0.91 -5.79 -0.87  0.03
H 0.70 -5.46 -2.73  0.00
H 1.65 -4.22 -1.70  0.01
H 1.80 -4.26 -3.46  0.00
H 1.25 -1.92 -1.82  0.00
H -0.02 -1.19 -2.56  0.01
H 1.18 -1.87 -3.60  0.00
H -1.30 -2.74 -4.41  0.00
H -0.97 -4.59 -4.19  0.00
H 0.25 -3.51 -4.93  0.00
H -1.66 -2.52 -1.76  0.05
H -0.52 -3.10 -0.69  0.04
H -2.30 -5.11 -2.22  0.00
H -2.63 -4.66 -0.63  0.03
H -1.33 -6.15 -0.08  0.01